1.
Here is 2 unconnected molecules or ions with the total composition C5H9NO from OMol25. Energies are from ωB97M-V/def2-TZVPD.

```
16
C5H9NO, DFT ωB97M-V/def2-TZVPD
C -1.791 -0.463 -0.981
C -1.506 -0.943 0.409
O -0.984 -2.151 0.308
C 0.955 1.001 0.855
C 1.710 -0.069 0.057
C 0.590 2.158 0.031
N 0.284 3.050 -0.640
H -1.504 0.591 -1.076
H -2.884 -0.487 -1.091
H -1.339 -1.065 -1.781
H 0.021 0.583 1.257
H -0.817 -2.475 1.206
H 1.555 1.352 1.702
H 2.665 0.315 -0.315
H 1.121 -0.406 -0.803
H 1.910 -0.936 0.695
```

The orbital gap is 0.3496 Eh. The strongest force on any atom is 0.0219 hartree/bohr. The calculation puts the molar mass at 99.1 g mol⁻¹. As for the spin multiplicity: 1. The calculation puts the HOMO energy at -8.90 eV. As for the LUMO energy: 0.6 eV. The value obtained for the energy is -325.808407 Ha.

2.
Here is C5H9NO in the gas phase from OMol25. Energies are from ωB97M-V/def2-TZVPD.

```
16
C5H9NO, DFT ωB97M-V/def2-TZVPD
C -0.551 0.975 1.616
O -0.133 -0.320 1.255
C 0.203 -0.492 -0.111
C -1.060 -0.681 -0.967
C 1.105 0.615 -0.669
C 0.978 -1.757 -0.136
N 1.577 -2.743 -0.199
H 0.303 1.657 1.724
H -1.244 1.407 0.880
H -1.055 0.882 2.580
H -1.713 0.193 -0.882
H -1.608 -1.567 -0.638
H -0.790 -0.810 -2.019
H 1.488 0.299 -1.643
H 1.948 0.791 0.005
H 0.551 1.551 -0.797
```

The orbital gap is 0.4105 Eh. The strongest force on any atom is 0.0192 hartree/bohr. Its structure (SMILES) is COC(C)(C)C#N. The calculation puts the molar mass at 99.1 g mol⁻¹. As for the spin multiplicity: 1. The calculation puts the HOMO energy at -10.44 eV. As for the LUMO energy: 0.7 eV. The value obtained for the energy is -325.880506 Ha.

3.
Here is C5H9NO in the gas phase from OMol25. Energies are from ωB97M-V/def2-TZVPD.

```
16
C5H9NO, DFT ωB97M-V/def2-TZVPD
C 1.232 1.484 -0.531
C 0.072 0.494 -0.551
C 0.379 -0.960 -1.140
C -0.026 -1.608 0.237
C -0.468 -0.196 0.642
N -1.394 0.503 1.175
O -1.923 0.092 2.368
H 1.274 1.968 -1.516
H 2.221 1.059 -0.331
H 1.020 2.266 0.204
H -0.841 1.152 -0.571
H -0.212 -1.287 -1.996
H 1.442 -1.139 -1.381
H 0.814 -2.021 0.802
H -0.822 -2.364 0.199
H -2.768 0.555 2.389
```

The orbital gap is 0.3604 Eh. The strongest force on any atom is 0.0490 hartree/bohr. Its structure (SMILES) is C[C@H]1CC/C1=N\O. The calculation puts the molar mass at 99.1 g mol⁻¹. As for the spin multiplicity: 1. The calculation puts the HOMO energy at -8.83 eV. As for the LUMO energy: 1.0 eV. The value obtained for the energy is -325.773723 Ha.

4.
Here is a molecular structure, C5H9NO2 from OMol25. Energies are from ωB97M-V/def2-TZVPD.

```
17
C5H9NO2, DFT ωB97M-V/def2-TZVPD
C -0.710 1.423 1.346
C 1.610 -1.205 -0.822
C -0.956 0.194 -1.208
C 0.043 0.566 0.428
C 0.796 -0.357 0.048
N -2.073 -0.510 -0.927
O 1.659 -0.167 1.761
O -0.701 0.719 -2.257
H 2.507 0.271 1.608
H -2.191 -0.941 -0.027
H -2.789 -0.615 -1.634
H -1.474 0.860 1.886
H -1.194 2.234 0.798
H -0.004 1.798 2.085
H 1.426 -0.979 -1.872
H 1.392 -2.258 -0.632
H 2.658 -1.032 -0.582
```

The orbital gap (spin up / spin down) is 0.3186 / 0.3186 Eh. The strongest force on any atom is 0.1185 hartree/bohr. The calculation puts the molar mass at 115.1 g mol⁻¹. As for the spin multiplicity: 1. The calculation puts the HOMO energy (spin up / spin down) at -8.05 / -8.05 eV. As for the LUMO energy (spin up / spin down): 0.6 / 0.6 eV. The value obtained for the energy is -400.994790 Ha.

5.
Here is 2 unconnected molecules or ions with the total composition C5H9NO2 from OMol25. Energies are from ωB97M-V/def2-TZVPD.

```
17
C5H9NO2, DFT ωB97M-V/def2-TZVPD
C 1.169 0.503 -1.545
N 1.592 -1.026 0.638
C -2.174 0.622 0.691
C -2.218 -0.913 1.001
C 1.383 -0.061 -0.147
C 2.901 -0.181 0.086
O 3.328 0.887 0.600
O -0.114 0.782 -1.777
H 1.723 -0.191 -2.295
H -1.496 0.764 -0.171
H -1.725 1.170 1.556
H -2.465 -1.090 2.002
H -3.176 1.055 0.362
H -2.782 -1.454 0.149
H 1.679 1.574 -1.498
H 3.527 -1.081 -0.515
H -1.152 -1.362 0.863
```

The orbital gap is 0.2144 Eh. The strongest force on any atom is 0.1240 hartree/bohr. The calculation puts the molar mass at 115.1 g mol⁻¹. As for the spin multiplicity: 1. The calculation puts the HOMO energy at -9.16 eV. As for the LUMO energy: -3.3 eV. The value obtained for the energy is -400.852462 Ha.

6.
Here is a molecular structure, C5H9NO2 from OMol25. Energies are from ωB97M-V/def2-TZVPD.

```
17
C5H9NO2, DFT ωB97M-V/def2-TZVPD
C -1.104 0.053 -0.630
C -0.411 0.988 0.270
C 1.119 1.203 -0.269
C 1.161 -1.183 -0.287
C -0.317 -0.988 0.171
H -2.643 -0.301 0.569
H -1.038 0.136 -1.630
H -0.890 1.908 0.719
H 1.457 2.068 0.222
H 1.230 1.505 -1.323
H 1.241 -1.421 -1.358
H 1.695 -1.920 0.295
H -0.980 -1.869 0.339
H 0.436 -0.113 1.989
N -0.367 -0.053 1.291
O -2.489 -0.016 -0.337
O 1.899 0.002 -0.031
```

The orbital gap is 0.3726 Eh. The strongest force on any atom is 0.0793 hartree/bohr. The calculation puts the molar mass at 115.1 g mol⁻¹. As for the spin multiplicity: 1. The calculation puts the HOMO energy at -9.17 eV. As for the LUMO energy: 1.0 eV. The value obtained for the energy is -401.064501 Ha.